{"formula": "C15H17N3O5", "method": "wB97M-V/def2-TZVPD", "symbols": ["N", "C", "C", "C", "C", "N", "C", "C", "C", "C", "C", "C", "C", "O", "N", "C", "C", "C", "O", "O", "C", "O", "O", "H", "H", "H", "H", "H", "H", "H", "H", "H", "H", "H", "H", "H", "H", "H", "H", "H"], "positions_angstrom": [[0.39710, 1.52398, 1.96116], [0.31678, 0.69820, 0.73126], [0.86560, -0.74495, 0.89166], [1.35221, -1.34355, -0.41062], [0.53149, -1.78082, -1.38786], [1.24352, -2.13639, -2.48413], [2.59061, -1.95170, -2.23482], [3.67043, -2.33760, -3.03958], [4.92055, -1.99263, -2.55935], [5.08786, -1.48272, -1.28207], [3.97707, -1.08426, -0.47063], [2.69416, -1.39929, -0.95250], [-1.08487, 0.78017, 0.25661], [-1.62238, -0.10634, -0.38864], [-1.79337, 1.98020, 0.48447], [-3.26439, 1.87208, 0.54994], [-3.68855, 1.24672, 1.93758], [-3.13671, -0.18518, 2.01701], [-2.12636, -0.49089, 2.57440], [-3.94934, -1.06167, 1.35226], [-3.88326, 3.22998, 0.35752], [-4.83648, 3.67497, 0.99846], [-3.23033, 3.96792, -0.52510], [1.29817, 1.86988, 2.18435], [0.00544, 0.99564, 2.74739], [0.96865, 1.17564, -0.00108], [0.05388, -1.33048, 1.28748], [1.67510, -0.70749, 1.59838], [-0.52075, -1.72496, -1.38170], [0.75368, -2.60808, -3.26983], [3.55621, -2.80355, -3.99908], [5.81801, -2.28579, -3.04050], [6.07821, -1.41370, -0.88584], [4.23676, -0.57032, 0.43221], [-1.35530, 2.54137, 1.19175], [-3.58024, 1.19942, -0.26540], [-3.31085, 1.88705, 2.69889], [-4.72965, 1.28171, 2.03591], [-3.44618, -1.91135, 1.27388], [-2.53252, 3.52881, -0.98384]], "forces_ev_per_a": [[-1.32, -0.69, -0.09], [1.70, 0.67, 1.38], [-0.32, 0.35, -1.10], [0.06, 0.83, 0.58], [0.39, 0.22, 0.27], [-0.90, -0.96, -1.46], [-0.27, -1.03, -1.17], [0.08, 1.15, 0.53], [-0.42, -0.98, 0.61], [-1.93, 1.09, 1.23], [1.61, -1.10, -1.79], [0.36, 0.42, 0.89], [-1.86, 0.36, -1.43], [0.14, 0.14, 0.37], [0.08, -1.26, -0.35], [0.35, -1.23, 1.03], [1.28, -0.46, -1.73], [-1.61, 0.74, -0.35], [0.60, -0.35, 0.21], [1.22, -0.24, 0.36], [-1.41, 0.87, 1.59], [1.98, -1.10, -1.51], [-1.34, 1.75, -0.12], [0.90, 0.01, 0.09], [0.29, 0.30, -0.27], [-0.18, 0.23, -0.25], [-0.16, -0.47, 0.37], [0.30, 0.02, 0.42], [-0.88, -0.30, -0.10], [1.25, 0.64, 0.83], [-0.20, -0.12, -0.27], [0.54, -0.23, -0.82], [0.44, 0.40, 0.15], [-0.44, -0.04, 0.63], [0.17, 0.24, 0.42], [0.09, 0.27, 0.25], [0.67, 0.20, 0.75], [-1.65, -0.23, -0.10], [-0.53, 0.83, 0.15], [0.92, -0.93, -0.21]], "smiles": "N[C@@H](Cc1c[nH]c2ccccc12)C(=O)N[C@@H](CC(=O)O)C(=O)O", "lumo_energy_ev": 0.511}

---

{"formula": "C46H41F7O3", "method": "wB97M-V/def2-TZVPD", "symbols": ["C", "O", "C", "O", "C", "C", "O", "H", "H", "H", "H", "H", "H", "F", "C", "C", "C", "C", "C", "C", "H", "H", "H", "H", "H", "F", "C", "C", "C", "C", "C", "C", "H", "H", "H", "H", "H", "F", "C", "C", "C", "C", "C", "C", "H", "H", "H", "H", "H", "F", "C", "C", "C", "C", "C", "C", "H", "H", "H", "H", "H", "F", "C", "C", "C", "C", "C", "C", "H", "H", "H", "H", "H", "F", "C", "C", "C", "C", "C", "C", "H", "H", "H", "H", "H", "F", "C", "C", "C", "C", "C", "C", "H", "H", "H", "H", "H"], "positions_angstrom": [[-0.98126, 2.51106, -4.97220], [-0.49243, 1.17786, -5.26601], [-0.86815, 0.22017, -4.28491], [-1.60823, -0.72286, -4.65798], [-0.29016, 0.33648, -2.80591], [1.15668, -0.32923, -2.61125], [2.04321, 0.33114, -2.01014], [-1.92177, 2.74595, -5.58910], [-1.25323, 2.70446, -3.88355], [-0.13118, 3.25037, -5.22206], [-1.06842, -0.04997, -2.05912], [-0.15443, 1.45641, -2.56925], [1.43713, -1.38146, -2.96589], [-0.67360, -1.01571, -0.37259], [-0.10764, -1.66568, 0.66324], [1.27318, -1.69022, 0.77935], [1.85582, -2.35739, 1.85211], [1.05150, -3.00070, 2.78955], [-0.33404, -2.97317, 2.65941], [-0.91783, -2.29713, 1.59326], [1.88322, -1.19071, 0.03581], [2.93512, -2.37655, 1.95729], [1.50723, -3.52438, 3.62370], [-0.95895, -3.47809, 3.38834], [-1.99505, -2.25775, 1.48102], [-2.07796, -0.66633, 5.98214], [-0.87617, -0.06227, 5.98485], [-0.51967, 0.74386, 7.05710], [0.72524, 1.36460, 7.06205], [1.59595, 1.18098, 5.99020], [1.22587, 0.37410, 4.91819], [-0.01435, -0.25531, 4.91755], [-1.21351, 0.88159, 7.87844], [1.01648, 1.99052, 7.89839], [2.56494, 1.66861, 5.99204], [1.90355, 0.23541, 4.08238], [-0.31415, -0.89292, 4.09534], [-2.00350, 5.83586, -4.73057], [-0.80384, 6.44024, -4.72436], [-0.44967, 7.24056, -3.64960], [0.79480, 7.86183, -3.64123], [1.66675, 7.68445, -4.71249], [1.29874, 6.88263, -5.78859], [0.05891, 6.25208, -5.79280], [-1.14449, 7.37361, -2.82862], [1.08479, 8.48397, -2.80156], [2.63562, 8.17313, -4.70697], [1.97729, 6.74864, -6.62413], [-0.24049, 5.61704, -6.61852], [2.16578, -4.16531, -8.90389], [1.76832, -3.07562, -8.22484], [0.43389, -2.94103, -7.87496], [0.02238, -1.81584, -7.16752], [0.94878, -0.83221, -6.82720], [2.28606, -0.97661, -7.18889], [2.69978, -2.10717, -7.88679], [-0.27417, -3.71245, -8.15540], [-1.01755, -1.70443, -6.88209], [0.62613, 0.05028, -6.27766], [3.00615, -0.20834, -6.92716], [3.73791, -2.23983, -8.16843], [1.84690, 4.17845, 6.28343], [0.84753, 5.07533, 6.29148], [1.14427, 6.42347, 6.41576], [0.10944, 7.35297, 6.41905], [-1.21060, 6.92277, 6.30878], [-1.49668, 5.56583, 6.18945], [-0.46193, 4.63640, 6.17502], [2.17700, 6.73869, 6.50876], [0.33083, 8.41099, 6.50807], [-2.01756, 7.64842, 6.31586], [-2.52553, 5.23202, 6.10771], [-0.66550, 3.57682, 6.07397], [1.15270, -0.88124, 8.95931], [0.43741, -1.98801, 9.21080], [-0.82933, -2.11954, 8.66278], [-1.56845, -3.26954, 8.91997], [-1.03708, -4.26988, 9.73057], [0.23385, -4.12448, 10.27921], [0.97820, -2.97979, 10.01377], [-1.22932, -1.32825, 8.04179], [-2.55743, -3.38609, 8.49005], [-1.61632, -5.16479, 9.93418], [0.64465, -4.90259, 10.91360], [1.97272, -2.85377, 10.42535], [-4.18113, -8.41989, -7.14736], [-2.98509, -7.81053, -7.13570], [-2.63852, -7.01232, -6.05688], [-1.39708, -6.38499, -6.04257], [-0.52125, -6.55460, -7.11211], [-0.88213, -7.35448, -8.19234], [-2.11889, -7.99101, -8.20237], [-3.33659, -6.88566, -5.23768], [-1.11243, -5.76422, -5.19988], [0.44543, -6.06114, -7.10206], [-0.20036, -7.48209, -9.02635], [-2.41304, -8.62449, -9.03088]], "forces_ev_per_a": [[0.09, 1.77, -0.08], [-1.13, -0.09, 2.52], [-2.05, -2.73, -1.24], [2.91, 3.38, 1.66], [-0.08, 1.11, -0.53], [1.81, 2.08, 1.62], [-3.03, -2.23, -2.03], [1.50, -0.48, 0.77], [0.40, -0.59, -1.28], [-1.46, -1.16, 0.24], [1.32, 0.27, -1.51], [0.06, -1.81, -0.30], [-0.86, 1.20, 0.21], [-0.04, -0.11, 0.19], [0.43, -0.50, 0.85], [0.06, 0.16, -0.23], [-0.37, -0.08, 0.09], [0.07, -0.04, 0.01], [0.25, 0.02, -0.21], [-0.23, 0.05, -0.11], [-0.04, 0.02, 0.06], [-0.11, 0.02, -0.06], [-0.06, 0.07, -0.08], [0.03, 0.08, -0.08], [0.06, 0.00, -0.03], [-0.22, -0.10, 0.00], [0.90, 0.62, -0.09], [-0.17, 0.15, -0.09], [-0.02, -0.18, -0.39], [0.02, -0.03, 0.07], [-0.10, 0.09, 0.32], [-0.18, -0.12, -0.11], [0.03, 0.01, -0.04], [-0.06, -0.07, -0.08], [-0.13, -0.04, 0.00], [-0.10, -0.03, 0.06], [-0.01, 0.08, 0.06], [-0.14, -0.12, 0.00], [0.76, 0.39, 0.01], [-0.15, -0.02, 0.14], [0.00, -0.17, -0.31], [0.04, 0.04, 0.03], [-0.11, 0.08, 0.27], [-0.11, -0.13, -0.11], [0.01, -0.04, -0.06], [-0.07, -0.06, -0.07], [-0.11, -0.06, -0.01], [-0.09, -0.02, 0.08], [-0.03, 0.05, 0.04], [0.06, -0.18, -0.09], [-0.25, 0.70, 0.43], [-0.08, -0.15, -0.08], [0.32, -0.01, -0.12], [0.09, 0.10, 0.10], [-0.30, -0.25, -0.05], [0.22, -0.07, -0.08], [0.06, 0.01, 0.00], [0.12, -0.01, -0.02], [0.30, -0.48, -0.50], [-0.04, -0.10, -0.03], [-0.06, -0.03, -0.02], [0.15, 0.01, 0.01], [-0.62, 0.55, 0.00], [0.19, 0.02, 0.01], [-0.18, -0.30, -0.02], [-0.02, 0.06, 0.00], [0.27, 0.20, 0.03], [-0.03, -0.22, -0.02], [-0.04, -0.06, -0.02], [0.01, -0.12, 0.00], [0.08, -0.08, 0.00], [0.12, 0.00, -0.01], [0.06, 0.04, 0.01], [0.14, 0.04, 0.08], [-0.42, -0.68, 0.15], [-0.09, 0.13, -0.08], [0.31, -0.08, 0.21], [-0.06, -0.04, -0.02], [-0.18, 0.16, -0.19], [0.17, 0.05, 0.06], [0.06, -0.28, 0.20], [0.10, 0.06, 0.03], [0.07, 0.09, -0.02], [-0.01, 0.09, -0.07], [-0.05, 0.04, -0.03], [-0.13, -0.07, 0.00], [0.70, 0.35, 0.01], [-0.13, 0.00, 0.12], [0.00, -0.16, -0.30], [0.07, 0.05, 0.04], [-0.13, 0.08, 0.26], [-0.09, -0.10, -0.12], [0.01, -0.04, -0.06], [-0.06, -0.05, -0.08], [-0.09, -0.06, -0.01], [-0.08, -0.01, 0.08], [-0.03, 0.04, 0.06]], "smiles": "COC(=O)CC=O.Fc1ccccc1.Fc1ccccc1.Fc1ccccc1.Fc1ccccc1.Fc1ccccc1.Fc1ccccc1.Fc1ccccc1", "lumo_energy_ev": 0.185}

---

{"formula": "C33H53MnN3O11PSSe", "method": "wB97M-V/def2-TZVPD", "symbols": ["Mn", "C", "N", "C", "C", "O", "C", "O", "C", "C", "O", "N", "C", "C", "H", "H", "H", "H", "H", "H", "H", "H", "H", "H", "H", "H", "H", "H", "H", "H", "O", "P", "C", "C", "C", "C", "C", "C", "C", "C", "C", "C", "C", "C", "C", "C", "C", "C", "C", "C", "H", "H", "H", "H", "H", "H", "H", "H", "H", "H", "H", "H", "H", "H", "H", "H", "H", "H", "H", "H", "H", "H", "H", "H", "H", "H", "H", "H", "H", "H", "H", "H", "H", "O", "Se", "O", "O", "O", "O", "S", "O", "N", "C", "O", "C", "C", "C", "C", "C", "C", "H", "H", "H", "H"], "positions_angstrom": [[0.36732, 1.45664, -0.81140], [2.41635, 4.42593, -3.58019], [1.28952, 3.59541, -4.02168], [1.12970, 3.35747, -5.45851], [0.62253, 2.88277, -3.15862], [0.84417, 2.95973, -1.90908], [-0.46235, 1.93154, -3.62416], [-1.04027, 1.32056, -2.46593], [-2.37429, 1.65340, -2.12429], [-2.36980, 2.38486, -0.78918], [-1.28946, 2.49203, -0.17995], [-3.49677, 2.87471, -0.30256], [-4.80112, 2.70224, -0.92752], [-3.49220, 3.54632, 0.99597], [2.46178, 5.30410, -4.21935], [3.33465, 3.84474, -3.64689], [2.26390, 4.72445, -2.54870], [1.74562, 4.07575, -5.98993], [0.09485, 3.50432, -5.76658], [1.46648, 2.34891, -5.69966], [0.00567, 1.14702, -4.22003], [-1.22402, 2.44901, -4.20912], [-2.93766, 0.72247, -2.02739], [-2.83430, 2.25747, -2.90682], [-4.73562, 2.12171, -1.84218], [-5.23312, 3.67550, -1.15941], [-5.46656, 2.17923, -0.24008], [-2.49984, 3.93042, 1.20571], [-3.78358, 2.85001, 1.78346], [-4.20563, 4.36734, 0.96391], [-0.51826, 0.00647, 0.02607], [-0.22042, -1.49015, 0.36382], [-1.79821, -2.13255, 1.02497], [-2.85599, -2.13718, -0.10803], [-4.29239, -2.08688, 0.42999], [-4.38983, -2.86278, 1.73488], [-3.56626, -2.15664, 2.81944], [-2.36466, -1.39013, 2.24124], [1.16333, -1.48127, 1.53787], [1.53266, -2.83927, 2.17835], [0.94217, -2.96532, 3.57906], [1.56731, -1.92742, 4.52399], [1.96999, -0.64936, 3.77421], [1.02286, -0.37527, 2.61095], [0.26305, -2.48279, -1.08992], [-0.48011, -2.18337, -2.40808], [0.17009, -3.02554, -3.50560], [-0.08274, -4.52819, -3.28259], [-0.51235, -4.82004, -1.84382], [0.28533, -4.02074, -0.81404], [-1.58859, -3.16501, 1.32720], [-2.72833, -3.03570, -0.71158], [-2.68431, -1.28674, -0.77372], [-4.97420, -2.48672, -0.32176], [-4.59647, -1.04909, 0.60568], [-4.01337, -3.87674, 1.57014], [-5.42619, -2.97154, 2.05428], [-3.21087, -2.88686, 3.54936], [-4.19675, -1.45487, 3.36951], [-1.62489, -1.27046, 3.02505], [-2.65294, -0.38196, 1.92860], [1.98998, -1.18647, 0.88384], [2.62252, -2.88043, 2.24188], [1.24388, -3.68053, 1.55675], [1.10205, -3.97316, 3.96401], [-0.14496, -2.83245, 3.52939], [2.45089, -2.35648, 4.99975], [0.86690, -1.69353, 5.32901], [2.98582, -0.73552, 3.38319], [1.97206, 0.20637, 4.45192], [1.23528, 0.59498, 2.16478], [0.00673, -0.30111, 2.99132], [1.29249, -2.14468, -1.25505], [-0.39701, -1.12730, -2.64805], [-1.54059, -2.42219, -2.33623], [1.23970, -2.80843, -3.50131], [-0.19677, -2.71279, -4.48407], [0.81685, -5.09656, -3.52496], [-0.86211, -4.88590, -3.95816], [-0.40407, -5.88268, -1.62055], [-1.57792, -4.60106, -1.72911], [1.32473, -4.35471, -0.82873], [-0.09739, -4.27283, 0.17532], [3.51908, -0.97367, -2.34153], [2.86934, 0.40894, -2.79820], [2.09451, 0.40955, -4.21393], [1.38882, 0.38144, -1.67138], [3.63388, 1.77860, -2.49875], [4.25619, -0.70313, 1.96037], [4.61574, 0.28785, 0.95832], [5.16284, 1.64529, 1.76882], [3.16054, 0.85547, 0.37483], [2.50781, 1.77484, 0.96929], [1.29507, 2.15983, 0.54193], [2.95454, 2.47950, 2.17198], [2.09479, 3.24635, 2.96102], [2.56674, 3.86068, 4.10208], [3.90635, 3.71901, 4.46106], [4.77116, 2.96327, 3.69258], [4.28923, 2.34346, 2.54884], [1.05935, 3.34306, 2.66436], [1.90161, 4.45124, 4.71677], [4.27631, 4.20288, 5.35531], [5.81242, 2.84102, 3.95595]], "forces_ev_per_a": [[-0.39, -0.45, -0.41], [0.01, 0.03, 0.00], [0.03, -0.05, 0.02], [0.01, 0.00, 0.01], [-0.03, -0.03, 0.11], [-0.05, 0.06, -0.01], [0.10, 0.00, -0.06], [-0.01, 0.02, 0.02], [-0.07, -0.03, 0.01], [0.03, -0.06, -0.02], [0.18, 0.14, 0.02], [0.00, -0.01, 0.03], [-0.02, -0.01, -0.02], [0.00, 0.01, 0.01], [-0.01, 0.00, 0.00], [0.00, 0.00, 0.00], [0.00, -0.01, 0.00], [-0.01, 0.00, 0.00], [0.00, -0.02, 0.00], [0.01, -0.02, -0.01], [0.02, -0.04, -0.01], [0.00, 0.00, 0.02], [0.00, 0.00, -0.01], [0.02, 0.01, 0.01], [0.00, 0.00, 0.00], [0.00, 0.00, 0.00], [0.00, 0.00, 0.00], [0.00, 0.00, 0.00], [0.00, 0.00, 0.00], [0.00, 0.00, -0.01], [0.00, 0.25, -0.22], [0.04, 0.02, 0.23], [0.06, -0.01, -0.04], [-0.01, 0.01, -0.01], [0.00, 0.01, 0.00], [-0.01, -0.01, 0.00], [0.00, 0.00, 0.01], [0.02, 0.03, -0.01], [-0.07, -0.11, 0.04], [0.04, 0.05, 0.05], [-0.01, -0.02, 0.01], [-0.03, 0.02, 0.03], [0.04, -0.03, 0.13], [0.03, 0.07, -0.01], [-0.04, 0.04, 0.01], [0.10, 0.05, 0.05], [-0.02, 0.06, -0.01], [0.00, -0.01, 0.00], [-0.02, 0.00, 0.00], [0.05, -0.01, 0.00], [0.02, 0.00, 0.00], [-0.02, -0.02, 0.02], [-0.01, 0.01, 0.00], [0.00, 0.00, -0.01], [0.01, -0.01, 0.01], [0.00, 0.00, 0.00], [0.00, 0.00, 0.00], [0.00, 0.00, 0.00], [0.00, 0.00, 0.00], [0.07, 0.01, 0.03], [0.00, 0.00, 0.00], [0.01, 0.01, -0.11], [-0.01, 0.03, 0.02], [-0.04, -0.06, -0.06], [0.00, -0.01, 0.00], [0.01, 0.01, 0.00], [0.00, 0.00, 0.00], [-0.03, -0.02, 0.00], [-0.41, -0.01, 0.26], [-0.06, 0.03, 0.04], [-0.23, -0.36, 0.23], [-0.12, -0.01, 0.00], [0.02, 0.00, 0.00], [0.05, 0.12, 0.01], [0.00, 0.00, -0.03], [0.06, 0.01, -0.02], [-0.02, -0.01, 0.00], [0.01, 0.01, 0.02], [0.02, 0.00, -0.01], [0.00, 0.00, -0.02], [0.01, 0.00, 0.01], [-0.01, 0.00, 0.03], [-0.02, 0.03, 0.02], [0.08, -0.12, 0.04], [-0.21, -0.18, 0.05], [-0.17, 0.05, -0.06], [-0.07, 0.17, 0.06], [0.08, 0.22, 0.12], [0.43, -0.06, -0.34], [0.00, 0.21, -0.21], [0.01, -0.10, -0.01], [0.10, 0.07, 0.05], [0.19, 0.16, -0.11], [0.24, -0.19, 0.00], [0.02, 0.04, -0.01], [0.01, 0.01, 0.00], [-0.02, 0.00, 0.00], [0.02, 0.00, 0.00], [-0.01, 0.00, 0.01], [-0.05, 0.02, 0.00], [0.00, 0.00, 0.00], [0.00, 0.00, 0.00], [0.01, 0.00, 0.00], [0.00, 0.00, 0.00]], "spin_multiplicity": 4, "s_squared": 3.827, "charge": 1, "lumo_energy_ev": [-4.498, -3.605]}

---

So what do the calculations give for max |F|? Going down the list: 2.7, 4.8, 0.7 eV/A.
So what do the calculations give for energy relative to the best compared isomer or geometry (same formula, charge and spin)? Going down the list: 1.165, 0.000, 0.534 eV.